# 1
Below is a 2-piece molecular cluster, C34H53ClIN2O6S overall, with properties calculated with wB97M-V/def2-TZVPD.

## Properties
Net charge: +1
HOMO-LUMO gap, hartree: 0.24505
Spin multiplicity: 1

Each line ends with the Löwdin charge.
CARTESIAN COORDINATES (ANGSTROEM)
C: -0.183 0.784 3.213  0.153
C: -0.168 -0.564 2.741  -0.023
C: -0.534 -1.882 1.764  -0.468
Cl: -2.083 -2.591 2.516  0.784
C: 0.553 -2.980 2.276  -0.462
O: 0.314 -4.381 1.924  -0.053
C: 0.728 -3.057 3.943  -0.072
C: 2.221 -2.471 4.427  -0.114
C: 3.588 -3.438 4.406  -0.022
C: 5.084 -2.925 4.864  -0.069
C: 5.331 -1.371 5.381  -0.068
C: 3.990 -0.412 5.454  -0.064
C: 2.473 -0.948 4.997  -0.024
O: 1.866 -2.564 1.850  -0.090
C: 2.011 -2.365 0.407  -0.253
C: 2.441 -3.779 -0.379  -0.179
C: 3.759 -3.937 -1.124  -0.035
C: 0.873 -1.439 -0.323  -0.509
I: 1.089 -1.941 -2.470  1.201
C: 1.584 0.035 -0.306  -0.230
C: 1.263 1.095 -1.507  -0.273
C: 2.603 1.387 -2.470  -0.170
C: 3.631 2.499 -1.802  -0.209
O: 3.651 2.498 -0.331  -0.271
C: 4.966 2.035 0.195  -0.112
N: -0.554 -1.530 0.275  -0.136
C: -1.287 -0.181 0.070  -0.117
C: -2.760 0.059 0.688  -0.162
N: -3.168 1.482 0.249  -0.142
C: -4.562 1.507 -0.328  -0.239
C: -5.768 1.165 0.727  -0.098
C: -2.913 2.516 1.298  -0.302
C: -2.203 3.936 0.767  -0.021
O: -3.228 2.496 2.592  -0.034
C: -1.489 -2.417 -0.558  -0.209
C: -1.250 -3.982 -0.765  -0.345
C: -1.636 -4.352 -2.359  -0.129
C: -2.324 -4.969 0.060  -0.112
H: 0.080 1.786 3.773  0.100
H: -0.344 -4.833 2.527  0.109
H: 0.786 -4.201 4.289  0.141
H: -0.159 -2.616 4.547  0.108
H: 3.484 -4.560 4.042  0.094
H: 6.043 -3.632 4.809  0.092
H: 6.376 -0.936 5.697  0.085
H: 4.093 0.719 5.822  0.086
H: 1.608 -0.170 5.111  0.058
H: 3.108 -1.871 0.411  0.174
H: 1.871 -4.795 -0.270  0.108
H: 3.840 -3.997 -2.294  0.069
H: 4.702 -4.049 -0.401  0.092
H: 1.391 0.577 0.741  0.129
H: 2.776 0.020 -0.371  0.122
H: 0.291 0.937 -2.120  0.060
H: 1.108 2.147 -0.957  0.124
H: 3.179 0.374 -2.727  0.092
H: 2.190 1.864 -3.461  0.112
H: 3.250 3.573 -2.128  0.135
H: 4.709 2.348 -2.253  0.128
H: 5.885 2.464 -0.409  0.104
H: 5.101 2.442 1.305  0.109
H: 5.009 0.858 0.270  0.095
H: -1.398 0.077 -1.093  0.163
H: -0.750 0.766 0.491  0.131
H: -3.634 -0.608 0.275  0.118
H: -2.847 0.042 1.855  0.114
H: -4.732 2.617 -0.732  0.133
H: -4.556 0.828 -1.301  0.137
H: -5.654 1.734 1.753  0.092
H: -5.760 -0.020 0.871  0.084
H: -6.784 1.430 0.168  0.096
H: -1.121 4.089 1.183  0.094
H: -2.952 4.789 1.138  0.102
H: -2.275 3.967 -0.416  0.061
H: -2.608 -2.454 -0.135  0.124
H: -1.726 -1.957 -1.638  0.121
H: -0.213 -4.447 -0.609  0.095
H: -2.087 -5.454 -2.449  0.090
H: -2.469 -3.645 -2.791  0.091
H: -0.657 -4.389 -3.041  0.053
H: -2.327 -6.078 -0.381  0.101
H: -2.071 -5.086 1.192  0.037
H: -3.395 -4.498 -0.090  0.098
C: -3.098 5.154 -4.041  -0.222
C: -1.934 5.918 -4.670  -0.213
C: -0.641 5.289 -4.154  -0.221
S: -1.025 3.583 -3.789  0.662
O: -0.901 3.378 -2.362  -0.347
O: -0.364 2.729 -4.756  -0.327
C: -2.757 3.679 -4.198  -0.231
H: -4.051 5.399 -4.519  0.122
H: -3.177 5.410 -2.977  0.118
H: -1.981 5.820 -5.761  0.123
H: -1.976 6.985 -4.434  0.122
H: 0.154 5.331 -4.903  0.110
H: -0.306 5.766 -3.228  0.110
H: -3.333 3.032 -3.535  0.101
H: -2.874 3.356 -5.237  0.114

=====

# 2
Below is C34H53N2O2P2Pt as an isolated structure, with properties calculated with wB97M-V/def2-TZVPD.

## Properties
<S²>: 2.055
Net charge: +1
HOMO-LUMO gap (alpha / beta), hartree: 0.19714 / 0.22664
Spin multiplicity: 3

Each line ends with the Löwdin charge.
CARTESIAN COORDINATES (ANGSTROEM)
C: 1.781 -2.916 -0.694  -0.329
C: 2.010 -1.246 -2.317  -0.330
C: 2.487 -3.842 -1.469  0.000
C: 2.867 -2.096 -3.069  0.007
C: 3.108 -3.393 -2.635  -0.034
H: 2.530 -4.872 -1.129  0.123
H: 3.251 -1.711 -4.016  0.124
H: 3.735 -4.074 -3.213  0.120
N: 1.781 -1.613 -1.007  -0.022
P: 0.598 -1.970 1.616  1.030
P: 0.322 1.100 -2.122  1.091
C: 0.871 -3.365 0.428  -0.231
H: -0.104 -3.668 0.010  0.093
H: 1.282 -4.260 0.910  0.083
C: 1.303 -0.169 -2.897  -0.212
H: 1.713 0.153 -3.866  0.096
C: -0.926 1.260 -3.713  -0.574
C: 0.969 2.932 -1.796  -0.645
C: -1.051 -2.362 2.436  -0.675
C: 2.089 -2.201 2.779  -0.647
C: -2.313 1.203 -3.066  -0.093
H: -2.443 1.962 -2.283  0.079
H: -3.082 1.369 -3.839  0.097
H: -2.496 0.217 -2.623  0.052
C: -0.749 2.522 -4.575  -0.099
H: -0.809 3.476 -4.049  0.061
H: 0.196 2.488 -5.134  0.078
H: -1.552 2.530 -5.334  0.103
C: -0.806 0.137 -4.760  -0.095
H: -1.702 0.173 -5.404  0.108
H: 0.068 0.282 -5.408  0.085
H: -0.751 -0.861 -4.332  0.036
C: -0.252 3.851 -1.602  -0.079
H: -0.703 3.671 -0.615  0.063
H: 0.085 4.898 -1.639  0.106
H: -1.049 3.721 -2.338  0.045
C: 1.792 3.073 -0.512  -0.122
H: 1.152 3.039 0.374  0.033
H: 2.570 2.308 -0.432  0.080
H: 2.279 4.062 -0.521  0.101
C: 1.899 3.320 -2.946  -0.099
H: 1.404 3.390 -3.917  0.050
H: 2.337 4.307 -2.733  0.092
H: 2.722 2.597 -3.029  0.085
C: 1.830 -1.490 4.118  -0.083
H: 2.743 -1.571 4.729  0.098
H: 1.613 -0.421 3.990  0.067
H: 1.022 -1.960 4.695  0.069
C: 3.327 -1.587 2.099  -0.085
H: 3.550 -2.084 1.146  0.075
H: 3.214 -0.512 1.917  0.068
H: 4.196 -1.732 2.760  0.100
C: 2.415 -3.681 3.053  -0.086
H: 3.199 -3.716 3.825  0.100
H: 1.560 -4.253 3.430  0.068
H: 2.821 -4.185 2.167  0.078
C: -2.119 -2.647 1.368  -0.099
H: -1.938 -3.591 0.841  0.079
H: -3.095 -2.732 1.870  0.100
H: -2.186 -1.845 0.626  0.050
C: -1.489 -1.139 3.261  -0.092
H: -1.650 -0.256 2.629  0.069
H: -2.443 -1.380 3.754  0.097
H: -0.770 -0.878 4.049  0.069
C: -0.931 -3.601 3.334  -0.087
H: -0.595 -4.485 2.773  0.086
H: -0.279 -3.451 4.204  0.069
H: -1.935 -3.829 3.724  0.098
Pt: 0.478 -0.143 0.102  0.974
C: 0.908 0.907 1.536  -0.478
O: 1.192 1.520 2.486  0.055
N: -0.701 -1.148 -1.188  -0.122
C: -0.790 -1.627 -2.294  -0.226
C: -1.753 -2.542 -2.903  -0.233
C: -3.053 -2.490 -2.378  -0.046
C: -1.445 -3.444 -3.939  -0.036
C: -4.053 -3.319 -2.884  -0.065
H: -3.275 -1.778 -1.580  0.108
C: -2.456 -4.264 -4.448  -0.068
H: -0.418 -3.469 -4.319  0.116
C: -3.756 -4.213 -3.917  -0.069
H: -5.063 -3.251 -2.477  0.110
H: -2.225 -4.942 -5.270  0.108
H: -4.532 -4.860 -4.325  0.109
C: -0.199 4.648 3.033  -0.014
C: -1.082 3.470 2.696  -0.481
C: -1.815 2.878 3.877  -0.019
O: -1.155 2.984 1.565  0.004
H: -0.640 5.263 3.824  0.085
H: -0.040 5.254 2.137  0.087
H: 0.771 4.274 3.386  0.094
H: -2.599 2.208 3.516  0.082
H: -1.104 2.307 4.489  0.093
H: -2.252 3.664 4.503  0.086

=====

Question: Which formula does entry 2 have?
Answer: C34H53N2O2P2Pt

=====

Question: Among the records above, which one has the highest spin multiplicity?
Answer: C34H53N2O2P2Pt

=====

Question: Among the records above, which one has the highest spin multiplicity?
Answer: C34H53N2O2P2Pt